Below is an isolated molecule of C14H15FN2OS, with properties calculated with the ωB97M-V functional and the def2-TZVPD basis.

- F_max: 0.71 eV Å⁻¹
- HOMO: -0.320 hartree
- SMILES string: O=C(NCCNCc1cccs1)c1ccccc1F

Structure (ORCA input):
```
! RIJCOSX wB97M-V def2-TZVPD def2/J DEFGRID3
* xyz 0 1
S -1.11 0.51 3.64
F 0.07 -1.61 -1.33
O 2.00 1.91 -1.59
N 0.79 0.76 -0.06
N 1.95 -1.17 1.89
C -2.52 0.47 2.67
C 0.27 0.51 -2.40
C -1.23 -0.53 -4.52
C -0.20 -0.79 -2.38
C 1.02 -1.25 2.99
C 2.52 0.12 1.59
C -0.94 -1.32 -3.42
C -2.44 -0.46 1.68
C -0.76 0.77 -4.57
C -0.37 -0.75 2.69
C 1.54 1.21 1.09
C -1.20 -1.16 1.70
C -0.01 1.28 -3.52
C 1.12 1.12 -1.32
H 0.38 2.29 -3.56
H 0.85 1.50 1.87
H -3.33 1.13 2.89
H -3.22 -0.64 0.96
H -0.97 1.39 -5.43
H -1.28 -2.35 -3.36
H -0.96 -1.94 1.00
H 0.05 0.11 0.11
H 3.01 0.50 2.50
H 2.12 2.08 0.78
H 0.95 -2.30 3.28
H 1.56 -1.59 1.05
H 3.29 -0.03 0.83
H -1.81 -0.93 -5.33
H 1.44 -0.69 3.83
*
```

Atomic partial charges in e from the Mulliken method, atoms 1 to 4:
1 S -0.1246
2 F -0.2894
3 O -0.6674
4 N 0.0804



Below is a structure of composition C44H55IrN5O7PS, with properties calculated with the ωB97M-V functional and the def2-TZVPD basis.

- F_max: 0.76 eV Å⁻¹
- HOMO (spin up / spin down): -0.169 / -0.190 hartree

Structure (ORCA input):
```
! RIJCOSX wB97M-V def2-TZVPD def2/J DEFGRID3
* xyz -1 2
Ir 0.73 0.85 -0.48
S -0.75 -1.50 3.01
P -3.11 -2.59 1.80
O -1.08 0.57 3.16
O -1.28 -1.85 4.31
O -1.25 3.06 -3.41
O -2.69 -4.98 -1.55
O 3.15 -2.36 -1.38
O 2.45 -0.29 -0.90
O -0.77 -5.79 -2.44
N -1.67 -1.82 1.82
N 0.40 1.83 -2.33
N -0.04 -0.91 -1.48
N 0.65 0.82 1.63
N -0.96 1.73 -0.17
C -0.93 -3.48 -1.94
C 0.42 -3.23 -1.72
C 2.49 -2.79 2.92
C -2.89 2.78 -1.01
C -1.60 2.32 -1.18
C -5.01 -2.82 -0.27
C 2.47 -0.24 2.99
C 3.99 -1.45 1.45
C 2.88 5.04 -2.27
C 1.35 1.92 -3.38
C 3.32 -0.12 4.09
C -1.79 -2.39 -2.05
C -1.51 -4.90 -1.99
C -1.31 -1.12 -1.81
C -5.48 -2.79 3.27
C 0.93 3.28 3.04
C -3.51 2.59 0.22
C -0.62 0.93 2.03
C -1.54 1.53 1.03
C 3.86 3.03 -1.12
C 1.62 0.83 2.69
C 3.35 1.02 4.87
C -0.03 0.29 -4.79
C 2.15 1.26 -5.55
C 0.83 -1.93 -1.49
C 2.62 -1.48 2.13
C -4.09 -1.85 0.48
C 3.43 2.78 -4.22
C 1.18 1.18 -4.56
C -0.11 3.65 4.11
C -4.02 -2.38 3.35
C -1.64 -4.91 2.22
C -0.78 2.44 -2.45
C 1.70 2.03 3.42
C 3.28 2.05 -5.38
C -2.84 1.95 1.26
C 2.27 -1.53 -1.24
C 2.56 2.10 4.51
C -0.86 0.78 -5.97
C 2.69 3.56 -1.95
C 0.38 -1.17 -4.96
C 2.48 2.73 -3.21
C 1.88 4.45 2.77
C -2.84 -4.33 1.47
H 3.36 -2.94 3.56
H 1.62 -2.82 3.57
H 2.61 3.01 5.09
H 3.82 5.22 -2.80
H -0.80 2.82 4.28
H 1.32 5.30 2.38
H -3.48 -2.94 4.11
H 1.00 -1.51 -4.12
H 4.11 -0.54 0.86
H -2.83 -2.55 -2.27
H -5.77 -3.25 0.39
H 2.64 4.17 2.05
H -0.68 4.53 3.80
H 4.03 2.09 -6.16
H -5.95 -2.70 4.25
H 1.85 -1.46 1.36
H -3.77 -4.84 1.74
H -3.37 3.27 -1.84
H -0.72 -4.42 1.91
H -3.36 -1.41 -0.19
H 0.40 3.10 2.11
H -1.95 -0.24 -1.85
H 3.97 -0.95 4.34
H -5.59 -3.83 2.95
H -0.50 -1.82 -5.02
H 4.31 3.40 -4.09
H 0.38 3.89 5.06
H -5.53 -2.29 -1.06
H 1.78 3.47 -1.34
H -0.29 0.73 -6.90
H -1.55 -5.97 1.97
H 2.06 5.42 -2.90
H -4.44 -3.63 -0.73
H 3.72 1.98 -0.86
H 2.44 -3.63 2.23
H -1.18 1.80 -5.81
H 2.90 5.63 -1.35
H 4.78 -1.49 2.20
H 2.38 4.78 3.69
H -6.04 -2.16 2.58
H 0.96 -1.32 -5.88
H 1.14 -4.03 -1.71
H -1.73 -4.82 3.31
H -4.65 -1.02 0.93
H 4.11 -2.29 0.77
H 4.79 3.11 -1.69
H -2.73 -4.47 0.39
H -3.91 -1.32 3.61
H 3.98 3.61 -0.21
H -0.66 0.35 -3.90
H -1.75 0.15 -6.10
H 2.03 0.68 -6.46
H 4.01 1.07 5.73
H -4.53 2.93 0.37
H -3.28 1.79 2.23
*
```

Atomic partial charges in e from the Mulliken method, atoms 1 to 4:
1 Ir 1.7797
2 S 0.5254
3 P 0.3244
4 O -1.1189



Below is a structure of composition C12H13Cl5O4Zr, with properties calculated with the ωB97M-V functional and the def2-TZVPD basis.

- F_max: 0.93 eV Å⁻¹
- HOMO: -0.561 hartree

Structure (ORCA input):
```
! RIJCOSX wB97M-V def2-TZVPD def2/J DEFGRID3
* xyz 2 1
Zr 0.03 0.25 -0.15
Cl -0.13 -2.30 -0.81
Cl -5.95 -0.24 -0.33
Cl -2.53 -4.37 -1.09
Cl -5.47 -3.27 -0.85
Cl -3.55 1.71 -0.13
O 0.20 -0.49 3.82
O 0.27 0.31 1.69
O 1.98 0.16 -1.13
O 0.51 2.29 -0.31
C -4.37 -0.84 -0.51
C 1.63 -1.65 2.31
C -3.29 0.03 -0.42
C 1.96 2.34 -0.08
C 0.65 -0.60 2.74
C -1.85 -1.80 -0.76
C -4.16 -2.21 -0.73
C -1.98 -0.44 -0.56
C -2.86 -2.72 -0.85
C -0.24 3.19 0.61
C 2.77 -0.80 -1.91
C 2.61 1.49 -1.13
H 2.23 -1.34 1.45
H -1.28 3.18 0.27
H 0.17 4.19 0.53
H 2.88 -0.42 -2.92
H 3.67 1.39 -0.92
H -0.15 2.81 1.62
H 2.15 1.97 0.93
H 2.47 1.92 -2.13
H 3.73 -0.92 -1.43
H 1.09 -2.57 2.08
H 2.29 -1.87 3.14
H 2.30 3.36 -0.15
H 2.23 -1.74 -1.92
*
```

Atomic partial charges in e from the Mulliken method, atoms 1 to 4:
1 Zr 1.8903
2 Cl -0.3422
3 Cl -0.1062
4 Cl -0.1363



Below is an isolated molecule of C3H4N2O2 at a distorted geometry, with properties calculated with the ωB97M-V functional and the def2-TZVPD basis.

- F_max: 3.66 eV Å⁻¹
- HOMO: -0.376 hartree
- SMILES string: O[C@@]12N=CCN1O2

Structure (ORCA input):
```
! RIJCOSX wB97M-V def2-TZVPD def2/J DEFGRID3
* xyz 0 1
O -2.69 -0.34 -0.54
O -1.43 0.95 1.01
N -0.87 -1.34 0.41
N -0.61 0.95 -0.23
C -1.53 -0.11 0.14
C 0.37 -1.11 0.33
C 0.69 0.33 0.02
H 1.37 0.92 0.85
H -3.40 0.23 -0.36
H 1.34 0.49 -0.97
H 1.18 -1.82 0.47
*
```

Atomic partial charges in e from the Mulliken method, atoms 1 to 4:
1 O -0.4767
2 O -0.4052
3 N -0.4749
4 N -0.3222



Below is a structure of composition C3H8BrO2V at a distorted geometry, with properties calculated with the ωB97M-V functional and the def2-TZVPD basis.

- F_max: 2.85 eV Å⁻¹
- HOMO (spin up / spin down): -0.463 / -0.463 hartree

Structure (ORCA input):
```
! RIJCOSX wB97M-V def2-TZVPD def2/J DEFGRID3
* xyz 1 2
Br 0.62 3.19 -0.83
V 2.37 4.77 -1.44
O 1.64 5.88 -2.20
O -1.16 0.29 0.43
C -1.35 -2.01 0.87
C -0.38 -0.88 0.73
C 0.66 -1.13 -0.35
H -0.58 1.03 0.26
H -1.94 -1.90 1.78
H -2.02 -2.03 0.01
H 1.43 -0.34 -0.34
H -0.81 -2.95 0.93
H 0.14 -0.72 1.68
H 1.18 -2.07 -0.19
H 0.20 -1.13 -1.34
*
```

Atomic partial charges in e from the Mulliken method, atoms 1 to 4:
1 Br 0.2091
2 V 1.1438
3 O -0.3749
4 O -0.4533



Below is a structure of composition C16H23MoN6OP2S, with properties calculated with the ωB97M-V functional and the def2-TZVPD basis.

- F_max: 0.57 eV Å⁻¹
- HOMO (spin up / spin down): -0.409 / -0.409 hartree

Structure (ORCA input):
```
! RIJCOSX wB97M-V def2-TZVPD def2/J DEFGRID3
* xyz 1 1
Mo 0.00 0.00 0.18
S -1.76 0.92 -1.04
P 0.81 -2.39 0.64
P -2.02 -1.48 0.68
O 1.83 -0.25 -0.50
N -0.43 3.08 -0.11
N -0.10 -1.66 5.81
N -2.57 3.43 -0.83
N -0.28 0.31 2.15
N 0.47 0.36 4.47
N 0.55 2.12 0.02
C 5.37 1.83 0.04
C -0.40 -3.57 1.36
C -1.59 -2.78 1.89
C 0.16 -0.73 5.19
C 1.55 -3.28 -0.76
C 0.08 0.34 3.27
C -1.51 2.63 -0.61
C 1.74 2.61 0.08
C 2.96 0.47 -0.33
C 4.18 -0.19 -0.50
C -3.41 -0.62 1.45
C 2.95 1.83 0.02
C 5.37 0.49 -0.32
C 2.14 -2.24 1.86
C 4.18 2.49 0.19
C -2.71 -2.36 -0.74
H 1.79 -1.74 2.76
H -4.09 -1.34 1.90
H 6.31 2.36 0.19
H -2.45 4.42 -0.69
H -3.95 -0.03 0.71
H -1.96 -3.00 -1.19
H 4.18 -1.23 -0.79
H 2.01 -4.21 -0.43
H -1.35 -2.28 2.83
H -3.38 3.10 -1.32
H 2.96 -1.66 1.43
H 6.30 -0.04 -0.45
H 2.51 -3.23 2.13
H 4.16 3.55 0.45
H 2.30 -2.65 -1.23
H -2.46 -3.42 2.07
H -0.71 -4.25 0.57
H -3.56 -2.97 -0.43
H 0.07 -4.16 2.14
H 1.83 3.69 0.11
H -3.05 -1.65 -1.49
H 0.78 -3.50 -1.50
H -3.03 0.05 2.23
*
```

Atomic partial charges in e from the Mulliken method, atoms 1 to 4:
1 Mo -0.0718
2 S -0.4547
3 P 1.5276
4 P 1.3987